C10H20P | ωB97M-V/def2-TZVPD

Computed properties:
* HOMO-LUMO gap: 6.15 eV
* highest occupied orbital energy: -0.440 Ha
* charge: +1
* total energy: -733.98338 Ha
* LUMO: -0.215 hartree
* multiplicity: 1

Geometry as XYZ:
```
31
Properties=species:S:1:pos:R:3:mulliken_charge:R:1
C 2.837 0.218 1.608 -0.85
C 2.531 0.544 0.322 0.61
C -1.467 0.889 -1.480 -0.85
C -2.277 0.684 -0.162 -0.47
C -0.079 1.318 -1.120 -1.06
C -2.215 -0.663 0.437 -0.37
C 3.166 1.733 -0.364 -1.11
C -2.326 -2.530 2.219 -1.23
C 1.737 -0.691 -2.343 -1.15
C -2.395 -1.058 1.890 -0.21
P 1.039 -0.236 -0.610 0.27
H 2.353 -0.650 2.070 0.27
H 3.758 0.542 2.109 0.29
H -1.329 -0.020 -1.981 0.36
H -1.997 1.566 -2.076 0.45
H -2.081 1.512 0.487 0.43
H -3.471 0.809 -0.309 0.38
H 0.435 1.646 -2.038 0.43
H 0.010 2.152 -0.451 0.66
H -2.146 -1.531 -0.233 0.36
H 2.461 2.490 -0.814 0.24
H 3.824 1.424 -1.225 0.27
H 3.878 2.134 0.474 0.33
H -2.044 -2.515 3.249 0.34
H -1.829 -3.171 1.504 0.39
H -3.297 -2.991 2.255 0.38
H 2.155 -1.652 -2.316 0.43
H 2.622 -0.023 -2.550 0.28
H 0.997 -0.812 -3.144 0.36
H -1.561 -0.485 2.228 0.32
H -3.286 -0.632 2.363 0.44
```

=====

C3H2ClNO | ωB97M-V/def2-TZVPD

Computed properties:
* HOMO-LUMO gap: 10.54 eV
* highest occupied orbital energy: -0.384 Ha
* total energy: -705.60914 Ha
* LUMO: 0.003 hartree
* multiplicity: 1

Geometry as XYZ:
```
8
Properties=species:S:1:pos:R:3:mulliken_charge:R:1
O 1.853 -1.453 0.531 -0.36
C 1.472 -0.376 0.229 0.50
Cl 2.280 1.175 0.237 -0.13
C 0.058 -0.083 -0.380 0.34
N -0.670 0.134 -1.382 -0.41
C -1.317 0.184 0.025 -0.39
H -2.029 -0.594 0.195 0.20
H -1.647 1.013 0.545 0.24
```

=====

C6H15NO3Si | ωB97M-V/def2-TZVPD

Computed properties:
* HOMO-LUMO gap (alpha / beta): 6.92 / 6.91 eV
* highest occupied orbital energy (alpha / beta): -0.229 / -0.228 Ha
* total energy: -807.65293 Ha
* LUMO (alpha / beta): 0.025 / 0.026 hartree
* multiplicity: 1

Geometry as XYZ:
```
26
Properties=species:S:1:pos:R:3:mulliken_charge:R:1
C -1.086 -0.412 -0.701 0.46
C -2.353 0.141 -1.271 -1.42
C 1.081 -2.117 0.340 -1.05
C -2.030 -0.346 1.507 -0.98
C 2.609 0.785 0.260 -1.02
C 0.213 -1.161 1.086 -0.39
N -0.949 -0.690 0.599 0.24
O 0.072 -0.001 -1.325 -0.36
O 1.649 1.837 -2.100 -0.62
O 0.056 2.234 0.064 -0.51
Si 1.039 1.179 -0.723 0.75
H -2.293 0.080 -2.355 0.35
H -3.214 -0.435 -0.940 0.41
H -2.499 1.192 -1.000 0.32
H 1.474 -1.708 -0.586 0.23
H 0.518 -3.023 0.085 0.33
H 1.916 -2.400 0.978 0.35
H -1.712 -0.515 2.534 0.29
H -2.285 0.708 1.379 0.34
H -2.916 -0.950 1.308 0.33
H 2.420 0.315 1.221 0.31
H 3.262 0.131 -0.313 0.28
H 3.155 1.709 0.433 0.36
H 0.231 -1.251 2.163 0.42
H 1.226 1.607 -2.925 0.29
H 0.415 3.090 0.282 0.30
```

=====

C18H52Ag2F6O18P | ωB97M-V/def2-TZVPD

Computed properties:
* HOMO-LUMO gap (alpha / beta): 6.39 / 5.22 eV
* highest occupied orbital energy (alpha / beta): -0.175 / -0.173 Ha
* charge: -1
* total energy: -3305.58748 Ha
* LUMO (alpha / beta): 0.060 / 0.019 hartree
* multiplicity: 3

Geometry as XYZ:
```
97
Properties=species:S:1:pos:R:3:mulliken_spin:R:1
Ag 0.887 2.350 1.805 0.34
Ag 1.629 -0.175 4.362 0.02
C 0.229 -0.745 0.967 0.00
O 0.034 0.363 0.138 0.00
O 0.826 -0.127 2.095 0.11
C -1.071 -1.677 1.161 0.00
F -1.024 -2.425 2.295 0.00
F -2.266 -1.000 1.142 0.00
F -1.185 -2.512 0.100 0.00
C -0.299 0.065 -1.233 0.00
C -0.664 1.359 -1.946 0.00
H 0.187 1.961 -2.264 0.00
H -1.078 1.019 -2.896 0.00
H -1.397 2.044 -1.518 0.00
H -1.278 -0.404 -1.343 0.00
H 0.548 -0.242 -1.846 0.00
H 1.043 -1.351 0.568 0.00
C 2.485 -2.969 4.300 0.00
O 2.951 -1.897 3.425 0.00
O 1.552 -2.380 5.171 0.00
C 2.196 -4.182 3.357 0.00
F 1.511 -5.202 3.859 0.00
F 1.495 -3.627 2.403 0.00
F 3.271 -4.701 2.807 0.00
C 4.250 -1.974 2.858 0.00
C 4.176 -2.220 1.298 0.00
H 3.846 -3.181 0.903 0.00
H 3.588 -1.482 0.752 0.00
H 5.132 -2.101 0.788 0.00
H 5.036 -2.560 3.334 0.00
H 4.685 -0.979 2.953 0.00
H 3.361 -3.284 4.867 0.00
P 1.809 3.195 4.353 -0.11
O 1.355 1.887 3.773 0.23
O 1.076 3.785 5.585 0.17
O 1.545 4.061 3.102 0.48
O 3.390 3.117 4.318 0.73
C 1.364 5.657 -3.253 0.00
O 1.547 4.421 -2.576 0.00
H 1.200 5.498 -4.319 0.00
H 0.489 6.193 -2.884 0.00
H 2.250 6.289 -3.203 0.00
H 2.309 4.002 -2.983 0.00
C -0.085 0.269 -5.714 0.00
O -1.098 0.684 -6.613 0.00
H 0.552 1.122 -5.478 0.00
H -0.573 -0.098 -4.811 0.00
H 0.604 -0.466 -6.130 0.00
H -0.752 0.759 -7.505 0.00
C -0.320 4.789 0.076 0.00
O 0.411 3.608 0.020 0.01
H -1.222 4.563 0.645 0.00
H 0.228 5.610 0.539 0.00
H -0.638 4.995 -0.946 0.00
H 0.595 3.416 -0.903 0.00
C 3.598 -1.095 -2.769 0.00
O 4.758 -0.702 -3.492 0.00
H 3.928 -1.306 -1.752 0.00
H 2.933 -0.237 -2.671 0.00
H 2.977 -1.875 -3.209 0.00
H 5.479 -0.993 -2.930 0.00
C -2.414 2.436 1.732 0.00
O -1.238 2.378 2.512 0.00
H -2.124 1.984 0.784 0.00
H -3.137 1.768 2.201 0.00
H -2.864 3.421 1.609 0.00
H -1.554 2.447 3.415 0.00
C -2.157 -0.531 4.636 0.00
O -0.807 -0.030 4.905 0.00
H -2.240 -1.618 4.630 0.00
H -2.889 -0.076 5.303 0.00
H -2.534 -0.335 3.633 0.00
H -1.047 0.791 5.341 0.00
C -5.740 -2.033 0.366 0.00
O -6.209 -1.192 1.388 0.00
H -4.662 -2.182 0.433 0.00
H -6.159 -3.034 0.465 0.00
H -6.055 -1.662 -0.610 0.00
H -6.500 -1.828 2.045 0.00
C 1.243 -3.747 -1.654 0.00
O 1.723 -4.593 -0.660 0.00
H 0.223 -4.001 -1.941 0.00
H 1.276 -2.711 -1.315 0.00
H 1.930 -3.760 -2.500 0.00
H 1.427 -4.172 0.150 0.00
C -1.448 3.808 -5.329 0.00
O -1.943 5.203 -5.443 0.00
H -0.423 3.892 -4.969 0.00
H -2.015 3.186 -4.635 0.00
H -1.351 3.344 -6.311 0.00
H -2.467 5.515 -4.702 0.00
C -3.382 -4.784 0.098 0.00
O -4.743 -5.211 0.252 0.00
H -2.701 -5.628 -0.017 0.00
H -3.380 -4.055 -0.712 0.00
H -3.146 -4.134 0.940 0.00
H -4.862 -5.764 1.028 0.00
```

=====

C7H28ClN12O7 | ωB97M-V/def2-TZVPD

Computed properties:
* HOMO-LUMO gap: 9.43 eV
* highest occupied orbital energy: -0.255 Ha
* charge: -1
* total energy: -1927.80002 Ha
* LUMO: 0.092 hartree
* multiplicity: 1

Geometry as XYZ:
```
55
Properties=species:S:1:pos:R:3:mulliken_charge:R:1
Cl -0.031 0.891 -0.069 -0.89
C 1.566 1.580 -3.431 -0.45
O 2.318 2.258 -2.460 -0.54
H 1.700 2.134 -4.347 0.34
H 1.921 0.588 -3.730 0.25
H 0.510 1.492 -3.127 0.11
H 2.338 1.846 -1.598 0.29
C 0.230 -3.387 -1.030 0.41
O 0.728 -4.431 -1.502 -0.76
N 0.883 -2.274 -0.894 0.07
N -0.984 -3.476 -0.498 -0.36
H 0.663 -1.372 -0.565 0.01
H 1.838 -2.266 -1.128 0.17
H -1.359 -4.377 -0.818 0.27
H -1.650 -2.707 -0.611 0.20
C -0.862 -1.542 3.084 0.62
O 0.361 -1.439 3.041 -0.63
N -1.550 -0.653 2.406 -0.12
N -1.447 -2.455 3.794 -0.52
H -2.554 -0.546 2.353 0.17
H -0.973 -0.076 1.828 0.06
H -2.220 -3.018 3.454 0.25
H -0.684 -2.981 4.185 0.28
C -3.493 2.336 -0.231 0.41
O -4.563 2.585 -0.737 -0.70
N -2.684 3.325 0.020 -0.24
N -3.234 1.077 0.222 -0.30
H -3.160 4.188 -0.071 0.22
H -1.736 3.433 0.202 0.18
H -2.296 0.701 0.035 0.04
H -3.976 0.499 -0.236 0.33
C 3.976 -0.710 0.740 0.41
O 5.180 -0.784 0.624 -0.71
N 3.419 -0.998 1.966 -0.19
N 3.225 -0.265 -0.303 -0.21
H 2.446 -1.132 2.201 0.24
H 4.068 -1.506 2.539 0.21
H 3.760 0.195 -1.015 0.21
H 2.307 0.164 -0.163 0.01
C -2.848 -1.040 -3.099 0.44
O -3.200 -1.968 -3.740 -0.64
N -1.463 -0.721 -3.033 -0.36
N -3.786 -0.132 -2.728 -0.35
H -0.956 -1.574 -3.145 0.29
H -1.073 -0.274 -2.198 0.17
H -4.479 -0.284 -3.441 0.25
H -3.596 0.876 -2.614 0.19
C 2.494 2.452 2.714 0.44
O 3.270 2.940 3.475 -0.71
N 1.700 1.476 3.212 -0.23
N 2.334 2.875 1.425 -0.17
H 1.959 1.399 4.206 0.21
H 1.231 0.752 2.690 0.08
H 2.785 3.778 1.352 0.19
H 1.644 2.546 0.791 0.07
```

=====

The lowest total energy belongs to which entry?
C18H52Ag2F6O18P

=====

Copy entry 3 word for word.
C6H15NO3Si | ωB97M-V/def2-TZVPD

Computed properties:
* HOMO-LUMO gap (alpha / beta): 6.92 / 6.91 eV
* highest occupied orbital energy (alpha / beta): -0.229 / -0.228 Ha
* total energy: -807.65293 Ha
* LUMO (alpha / beta): 0.025 / 0.026 hartree
* multiplicity: 1

Geometry as XYZ:
```
26
Properties=species:S:1:pos:R:3:mulliken_charge:R:1
C -1.086 -0.412 -0.701 0.46
C -2.353 0.141 -1.271 -1.42
C 1.081 -2.117 0.340 -1.05
C -2.030 -0.346 1.507 -0.98
C 2.609 0.785 0.260 -1.02
C 0.213 -1.161 1.086 -0.39
N -0.949 -0.690 0.599 0.24
O 0.072 -0.001 -1.325 -0.36
O 1.649 1.837 -2.100 -0.62
O 0.056 2.234 0.064 -0.51
Si 1.039 1.179 -0.723 0.75
H -2.293 0.080 -2.355 0.35
H -3.214 -0.435 -0.940 0.41
H -2.499 1.192 -1.000 0.32
H 1.474 -1.708 -0.586 0.23
H 0.518 -3.023 0.085 0.33
H 1.916 -2.400 0.978 0.35
H -1.712 -0.515 2.534 0.29
H -2.285 0.708 1.379 0.34
H -2.916 -0.950 1.308 0.33
H 2.420 0.315 1.221 0.31
H 3.262 0.131 -0.313 0.28
H 3.155 1.709 0.433 0.36
H 0.231 -1.251 2.163 0.42
H 1.226 1.607 -2.925 0.29
H 0.415 3.090 0.282 0.30
```